No. 1
ORCA calculation (ωB97M-V with the def2-TZVPD basis set) on a molecular structure, C32H37AsBr2NS2W in a non-equilibrium geometry.

Cartesian coordinates (Å):
W1 1.1732 0.0797 -0.3875
C1 0.8232 0.9260 -2.4952
C2 1.9203 0.0217 -2.7076
C3 3.0373 0.3971 -1.8489
C4 2.7248 1.6839 -1.3539
C5 1.3856 2.0270 -1.7195
C6 0.5903 3.3130 -1.4696
C7 3.6221 2.6211 -0.6641
C8 4.3714 -0.2964 -1.9054
C9 2.0195 -1.1485 -3.6562
C10 -0.3362 1.0973 -3.4454
H1 -0.5363 3.0984 -1.4615
H2 0.8007 3.9839 -2.3070
H3 0.8259 3.9259 -0.6332
H4 4.2946 2.0479 -0.0467
H5 3.1736 3.4223 -0.0621
H6 4.3187 3.0984 -1.4588
H7 4.8128 -0.2006 -0.8882
H8 4.9894 0.0517 -2.7197
H9 4.1777 -1.3837 -1.9388
H10 2.3518 -2.0814 -3.2398
H11 2.7787 -0.7756 -4.3231
H12 1.1255 -1.2527 -4.2498
H13 -1.1420 1.6148 -2.9374
H14 -0.6200 0.0982 -3.6980
H15 -0.0055 1.6272 -4.3297
Br1 1.4162 -2.5910 -0.5462
C11 1.6457 -2.6137 1.4420
Br2 2.4816 -0.9415 1.9071
H16 2.3131 -3.5524 1.6707
H17 0.6676 -2.6416 1.9368
S1 0.6907 1.9066 1.1726
C12 1.5970 1.8580 2.6918
N1 2.9017 1.8672 2.7506
C13 3.5405 1.8604 4.0619
C14 2.5640 2.2035 5.1514
S2 0.8887 2.0373 4.2906
H18 3.4800 1.9403 1.9596
H19 4.2839 2.5934 4.0658
H20 3.9879 0.9005 4.2676
H21 2.5383 3.2739 5.5475
H22 2.5249 1.4218 5.9479
C15 -4.4880 2.8528 0.2522
C16 -4.0255 2.2259 1.3582
C17 -3.0571 1.2381 1.2425
C18 -2.6120 0.9342 -0.0336
C19 -3.0275 1.6213 -1.1703
C20 -3.9405 2.6277 -0.9822
As1 -1.4217 -0.5866 -0.1406
C21 -2.2710 -1.8151 -1.3618
C22 -1.4606 -2.4819 -2.3060
C23 -2.1031 -3.4709 -3.0182
C24 -3.4732 -3.7069 -2.8499
C25 -4.2406 -2.9571 -2.0041
C26 -3.5915 -2.0132 -1.1725
C27 -1.4448 -1.6142 1.4918
C28 -1.0176 -1.0452 2.7038
C29 -1.0300 -1.7782 3.8639
C30 -1.3302 -3.1175 3.7627
C31 -1.7726 -3.7005 2.5838
C32 -1.8163 -2.9678 1.4164
H23 -5.3659 3.5220 0.4768
H24 -4.4776 2.3741 2.3256
H25 -2.8055 0.5274 2.0050
H26 -2.7050 1.2844 -2.1702
H27 -4.2038 3.1167 -1.8957
H28 -0.4211 -2.2514 -2.3862
H29 -1.5632 -4.1891 -3.6882
H30 -3.9196 -4.5344 -3.4471
H31 -5.3231 -3.0819 -1.9496
H32 -4.1460 -1.3208 -0.5147
H33 -0.7399 -0.0009 2.6939
H34 -0.7937 -1.3117 4.7964
H35 -1.3055 -3.7510 4.6334
H36 -2.0821 -4.7683 2.5891
H37 -2.2233 -3.3793 0.5250

Spin multiplicity = 3
Max |F| = 3.03 eV/A
Electronic energy = -259666.87346 eV
Total charge = +3
Relative energy (zero: lowest compared OMol25 entry of this formula, charge and spin) = 0.00 kJ/mol

Charges obtained by Löwdin population analysis, quoted in units of e: number 1, W, carries 0.906; number 2, C, carries -0.335; number 3, C, carries -0.260; number 4, C, carries -0.311; number 5, C, carries -0.320; number 6, C, carries -0.303; number 7, C, carries -0.045; number 8, C, carries -0.013; number 9, C, carries 0.009; number 10, C, carries -0.001; number 11, C, carries 0.014; number 12, H, carries 0.107; number 13, H, carries 0.116; number 14, H, carries 0.046; number 15, H, carries 0.069; number 16, H, carries 0.096; number 17, H, carries 0.161; number 18, H, carries 0.097; number 19, H, carries 0.114; number 20, H, carries 0.085; number 21, H, carries 0.062; number 22, H, carries 0.116; number 23, H, carries 0.091; number 24, H, carries 0.046; number 25, H, carries 0.072; number 26, H, carries 0.121; number 27, Br, carries 0.843; number 28, C, carries -0.792; number 29, Br, carries 0.848; number 30, H, carries 0.102; number 31, H, carries -0.023; number 32, S, carries 0.675; number 33, C, carries -0.991; number 34, N, carries -0.080; number 35, C, carries -0.195; number 36, C, carries -0.297; number 37, S, carries 1.019; number 38, H, carries 0.100; number 39, H, carries 0.124; number 40, H, carries 0.129; number 41, H, carries 0.125; number 42, H, carries 0.108; number 43, C, carries -0.054; number 44, C, carries -0.055; number 45, C, carries -0.096; number 46, C, carries -0.392; number 47, C, carries -0.112; number 48, C, carries -0.050; number 49, As, carries 1.262; number 50, C, carries -0.415; number 51, C, carries -0.145; number 52, C, carries -0.055; number 53, C, carries -0.054; number 54, C, carries -0.026; number 55, C, carries -0.100; number 56, C, carries -0.393; number 57, C, carries -0.177; number 58, C, carries -0.054; number 59, C, carries -0.049; number 60, C, carries -0.039; number 61, C, carries -0.086; number 62, H, carries 0.153; number 63, H, carries 0.124; number 64, H, carries 0.081; number 65, H, carries 0.102; number 66, H, carries 0.121; number 67, H, carries 0.009; number 68, H, carries 0.137; number 69, H, carries 0.140; number 70, H, carries 0.130; number 71, H, carries 0.132; number 72, H, carries 0.043; number 73, H, carries 0.117; number 74, H, carries 0.124; number 75, H, carries 0.143; number 76, H, carries 0.096

***

No. 2
ORCA calculation (ωB97M-V with the def2-TZVPD basis set) on a molecular structure, C5H8O in a non-equilibrium geometry.

Cartesian coordinates (Å):
C1 0.1552 1.5875 0.1411
C2 -0.3247 0.3247 0.8097
C3 -0.7905 -0.9342 0.0648
C4 0.1344 -1.1906 -1.0861
O1 1.2927 -1.0804 -0.2999
C5 0.4817 -0.9170 0.8796
H1 0.6493 1.3649 -0.8088
H2 0.8727 2.1101 0.7788
H3 -0.6862 2.2569 -0.0607
H4 -0.9301 0.4742 1.7032
H5 -1.7430 -1.4079 0.2723
H6 -0.0159 0.0003 -1.9776
H7 0.1290 -1.1151 -2.1826
H8 0.7754 -1.4732 1.7662

Spin multiplicity = 1
Max |F| = 2.79 eV/A
Electronic energy = -7356.57791 eV
Relative energy (zero: lowest compared OMol25 entry of this formula, charge and spin) = 547.78 kJ/mol

Charges obtained by natural (NBO) population analysis, quoted in units of e: number 1, C, carries -0.621; number 2, C, carries -0.236; number 3, C, carries -0.303; number 4, C, carries -0.040; number 5, O, carries -0.506; number 6, C, carries 0.088; number 7, H, carries 0.226; number 8, H, carries 0.218; number 9, H, carries 0.213; number 10, H, carries 0.223; number 11, H, carries 0.233; number 12, H, carries 0.034; number 13, H, carries 0.264; number 14, H, carries 0.209